Record 1
{"formula": "C32H43ClFN3O11P", "method": "the ωB97M-V functional and the def2-TZVPD basis", "total_charge": 1, "spin_multiplicity": 1, "total_energy_ha": -3137.67279, "homo_energy_ev": -11.02, "species": ["C", "C", "N", "C", "O", "N", "O", "C", "C", "O", "N", "C", "O", "F", "C", "C", "P", "O", "Cl", "C", "O", "C", "O", "C", "C", "C", "C", "C", "C", "H", "H", "H", "H", "H", "H", "H", "H", "H", "H", "H", "C", "C", "C", "O", "C", "H", "H", "H", "H", "H", "H", "H", "H", "C", "C", "C", "O", "C", "H", "H", "H", "H", "H", "H", "H", "H", "C", "C", "C", "O", "C", "H", "H", "H", "H", "H", "H", "H", "H", "C", "C", "C", "O", "C", "H", "H", "H", "H", "H", "H", "H", "H"], "coordinates": [[-4.51367, -0.30209, 2.69947], [-4.87458, -0.61857, 1.35668], [-4.10425, -0.27720, 0.13789], [-3.62130, -1.41130, -0.66454], [-3.88621, -2.75547, -0.21505], [-2.94470, -3.07590, 0.76304], [-2.15892, -3.85618, 0.35482], [-2.80484, -1.27114, -1.96452], [-2.22706, -2.48837, -2.83264], [-2.88527, -3.50590, -3.11150], [-0.81137, -2.35184, -3.33546], [0.04038, -1.90262, -2.21426], [0.18584, -2.51844, -1.14490], [0.71471, -0.64721, -2.38027], [-2.49741, 0.17742, -2.49859], [-3.01172, 1.36673, -1.64370], [-2.64320, 3.14253, -2.22704], [-1.25338, 2.94872, -3.24039], [-4.17001, 3.77656, -3.54485], [-3.80027, 1.07179, -0.30754], [-4.21638, 2.18770, 0.45518], [-3.11156, 2.82805, 1.11721], [-3.36171, 3.90670, 1.72115], [-1.60587, 2.33386, 1.10909], [-0.51045, 3.37340, 0.64934], [0.99997, 3.05165, 0.54710], [1.51805, 1.64354, 0.95472], [0.44419, 0.59328, 1.41546], [-1.09322, 0.91722, 1.48241], [-5.33972, 0.14902, 3.37045], [-3.50252, -0.51202, 3.18291], [-5.85026, -1.21988, 1.21348], [-0.88794, -1.58809, -4.04603], [-1.89240, 0.31882, -3.45785], [-0.63901, 2.29118, -2.82722], [-0.86758, 4.41497, 0.34196], [1.74156, 3.85412, 0.17087], [2.63981, 1.42513, 0.90808], [0.87399, -0.44125, 1.69390], [-1.82181, 0.09993, 1.79813], [3.94895, 1.61720, -5.17960], [4.20472, 0.23398, -4.62265], [2.82186, -0.18055, -4.16172], [1.88172, 0.46866, -5.02977], [2.57690, 1.45747, -5.80420], [4.70476, 1.95045, -5.89252], [3.90504, 2.34428, -4.36170], [4.54686, -0.43054, -5.42275], [4.94523, 0.21236, -3.82136], [2.62502, 0.15989, -3.14125], [2.67331, -1.26257, -4.20310], [2.64971, 1.08724, -6.83220], [2.00636, 2.38892, -5.80920], [-2.98991, -7.37505, -0.17148], [-4.43568, -7.71944, 0.10768], [-4.30410, -8.98185, 0.93645], [-3.06815, -8.87812, 1.65646], [-2.31309, -7.78362, 1.12190], [-2.82891, -6.32510, -0.42328], [-2.61573, -7.98703, -0.99875], [-4.89736, -6.92611, 0.70568], [-5.03608, -7.86107, -0.79269], [-4.24774, -9.87118, 0.30011], [-5.12964, -9.10935, 1.64050], [-2.33635, -6.97027, 1.85615], [-1.27509, -8.08996, 0.97450], [4.48795, -1.25503, 5.02696], [4.18438, -2.30519, 3.98231], [2.67266, -2.23632, 3.89581], [2.30022, -0.88322, 4.19584], [3.44513, -0.19779, 4.72393], [5.50857, -0.87160, 4.98089], [4.32185, -1.66791, 6.02737], [4.62728, -2.01387, 3.02399], [4.55148, -3.30019, 4.23925], [2.20174, -2.88638, 4.64062], [2.29640, -2.51027, 2.90662], [3.79967, 0.50119, 3.95827], [3.15599, 0.37272, 5.60915], [2.11740, 7.95528, 2.01540], [2.11624, 8.37639, 0.56253], [3.19583, 7.48845, -0.02452], [3.19537, 6.27415, 0.74034], [2.39079, 6.46838, 1.91188], [1.18731, 8.18182, 2.53944], [2.93815, 8.45021, 2.54476], [1.14854, 8.13821, 0.10819], [2.31094, 9.43959, 0.41269], [4.18524, 7.94662, 0.07477], [3.02280, 7.25873, -1.07859], [1.46172, 5.90272, 1.77718], [2.91386, 6.07586, 2.78673]], "forces_ev_per_angstrom": [[-0.6, -0.3, -2.0], [-0.8, 0.7, 3.0], [2.2, -1.1, -2.1], [1.4, 0.2, -2.5], [-1.3, 3.9, -3.0], [3.9, -2.1, 1.5], [-1.9, 1.4, 0.8], [-0.8, 3.0, 1.4], [-2.1, -3.4, 0.0], [2.4, 4.3, 1.2], [-0.4, 2.7, 2.0], [0.6, -1.2, 3.1], [-0.8, 2.7, -4.7], [-1.9, -2.8, -0.2], [-2.4, -0.8, 4.2], [-0.8, -4.8, -0.3], [1.3, 1.2, 0.0], [-1.9, -1.1, 1.4], [1.0, -1.2, 0.5], [1.2, -0.1, -2.1], [2.1, -2.9, -0.9], [1.1, 5.0, 3.2], [0.6, -5.1, -3.0], [3.7, -1.3, -0.9], [0.6, -2.3, 0.5], [-2.2, -2.5, 1.2], [-4.5, 1.2, 0.1], [-0.2, 2.8, -0.9], [2.5, 2.2, -1.2], [1.1, -2.0, -0.8], [-1.0, 1.5, -1.2], [1.3, 2.0, -0.4], [0.7, -0.8, 0.4], [-1.1, 0.0, 1.6], [-0.4, 0.8, -0.4], [0.5, -1.7, 0.6], [-1.5, -1.4, 0.8], [-2.0, 0.1, 0.1], [-1.2, 1.9, -0.3], [1.3, 1.3, -0.4], [0.1, 0.4, 0.2], [0.3, -0.4, -0.2], [-0.1, 0.1, 0.2], [0.1, 0.0, 0.2], [-0.1, 0.0, -0.4], [-0.1, 0.0, 0.0], [0.0, 0.0, -0.1], [0.0, 0.0, 0.1], [-0.1, 0.0, 0.0], [0.2, 0.0, 0.0], [-0.1, 0.1, 0.0], [0.0, 0.1, 0.0], [-0.1, -0.1, 0.0], [0.3, 0.0, -0.4], [-0.4, 0.2, 0.0], [0.0, -0.4, 0.1], [-0.1, 0.3, -0.3], [0.1, -0.1, 0.4], [0.0, -0.1, 0.0], [0.0, 0.1, 0.1], [0.0, -0.1, 0.0], [0.0, 0.0, 0.1], [-0.1, 0.0, 0.0], [0.1, 0.0, 0.0], [0.1, 0.1, 0.0], [-0.1, -0.1, 0.1], [0.1, 0.0, 0.5], [0.2, -0.2, -0.4], [-0.3, -0.1, 0.2], [0.2, -0.1, -0.1], [-0.1, 0.3, -0.1], [-0.1, 0.0, 0.0], [0.0, 0.1, -0.1], [0.0, -0.1, 0.1], [-0.1, 0.1, 0.0], [0.0, -0.1, -0.1], [-0.1, 0.1, 0.0], [0.1, 0.1, 0.1], [-0.1, 0.0, -0.1], [0.1, 0.2, 0.4], [-0.3, 0.1, -0.3], [0.3, 0.0, -0.1], [-0.2, 0.1, 0.1], [-0.1, -0.3, 0.0], [0.1, 0.0, 0.0], [-0.1, 0.0, 0.0], [0.1, 0.1, 0.0], [0.0, -0.1, 0.0], [0.0, 0.0, -0.1], [0.1, -0.1, 0.1], [-0.1, 0.0, 0.1], [0.0, -0.1, -0.1]], "lowdin_charge": [0.09, -0.11, 0.08, -0.06, -0.04, 0.03, 0.14, 0.05, -0.30, 0.15, 0.16, -0.36, 0.12, 0.03, 0.08, -0.22, 0.63, -0.36, 0.21, -0.11, 0.05, -0.33, 0.11, -0.10, -0.02, -0.04, -0.02, -0.02, -0.01, 0.11, 0.09, 0.16, 0.14, 0.13, 0.05, 0.11, 0.10, 0.11, 0.10, 0.07, -0.17, -0.17, -0.23, -0.16, -0.20, 0.12, 0.12, 0.12, 0.12, 0.10, 0.12, 0.12, 0.12, -0.18, -0.18, -0.20, -0.13, -0.21, 0.09, 0.12, 0.11, 0.12, 0.12, 0.12, 0.11, 0.12, -0.18, -0.18, -0.21, -0.16, -0.20, 0.12, 0.12, 0.12, 0.12, 0.12, 0.11, 0.11, 0.12, -0.17, -0.18, -0.20, -0.16, -0.21, 0.12, 0.12, 0.11, 0.12, 0.12, 0.12, 0.10, 0.12]}

***

Record 2
{"formula": "C4H5ClN2", "method": "the ωB97M-V functional and the def2-TZVPD basis", "relative_energy_kj_mol": 356.6, "spin_multiplicity": 1, "total_energy_ha": -724.99977, "homo_energy_ev": -10.01, "species": ["C", "C", "C", "C", "N", "N", "Cl", "H", "H", "H", "H", "H"], "coordinates": [[0.23066, 0.51667, -0.17508], [0.61978, 1.94604, 0.27764], [0.05149, -1.30457, 1.50452], [-0.14240, -0.16288, -1.51643], [0.55719, -0.56396, 0.63502], [0.91543, 2.93065, 0.77546], [-1.61291, 1.25984, 0.30591], [-0.97462, -1.53067, 1.83277], [0.83669, -1.98866, 1.77218], [-0.49622, -1.10122, -1.11015], [-0.69998, 0.45379, -2.12575], [0.71489, -0.45501, -2.17610]], "forces_ev_per_angstrom": [[-2.8, 0.5, 1.4], [1.1, -3.6, -1.3], [0.6, -1.1, -0.7], [3.5, -0.3, 0.3], [1.2, 2.9, 0.0], [0.5, 0.9, 0.2], [-0.9, -0.9, -0.1], [0.1, 1.1, -0.1], [-0.3, -0.9, 1.0], [-1.0, 0.1, -0.8], [-1.9, 0.9, -0.9], [-0.1, 0.4, 0.9]], "lowdin_charge": [-0.55, -0.34, 0.01, -0.08, -0.03, 0.13, 0.45, 0.10, 0.08, 0.08, 0.04, 0.10]}

***

Record 3
{"formula": "C4H20NO5", "method": "the ωB97M-V functional and the def2-TZVPD basis", "total_charge": 1, "relative_energy_kj_mol": 68.8, "spin_multiplicity": 1, "total_energy_ha": -595.12277, "homo_energy_ev": -14.04, "species": ["C", "C", "C", "C", "O", "N", "H", "H", "H", "H", "H", "H", "H", "H", "H", "H", "H", "H", "H", "H", "O", "H", "H", "O", "H", "H", "O", "H", "H", "O"], "coordinates": [[-0.01300, -1.78064, 1.42773], [1.01782, -0.91131, 0.71951], [0.91120, 0.62768, 1.06299], [-0.53384, 1.15428, 1.10632], [1.50967, 1.22502, -0.10434], [0.56248, -0.92616, -0.76810], [-0.15190, -2.73302, 0.91538], [0.26742, -2.06357, 2.44691], [-0.95851, -1.24949, 1.43562], [2.03775, -1.26251, 0.82009], [1.52467, 0.84665, 1.92576], [-0.94674, 0.82899, 2.07053], [-0.58854, 2.22815, 1.23295], [-1.21209, 0.70537, 0.36848], [1.43134, 2.17104, -0.15307], [0.94313, -0.07021, -1.23193], [0.99767, -1.70363, -1.25223], [-0.45173, -0.94450, -0.75891], [-2.10901, -0.19931, -1.88417], [-3.43633, -0.84135, -1.51538], [-2.51746, -0.80851, -1.23314], [0.21147, 0.25360, -3.63710], [1.11426, 1.40375, -3.34088], [0.80227, 0.57491, -2.96347], [2.75527, -1.38347, 3.30792], [2.30755, -0.19609, 3.96956], [2.58268, -0.46008, 3.08486], [-2.80691, 1.76744, -1.57448], [-2.64703, 2.26522, -3.01774], [-2.60354, 1.48180, -2.45967]], "forces_ev_per_angstrom": [[0.5, -0.3, 0.4], [-1.6, 1.1, -0.4], [-0.5, 0.2, -1.7], [0.0, -1.3, 2.0], [1.0, -0.6, -0.2], [1.8, -0.1, 1.2], [0.0, 0.0, -0.2], [0.0, 0.4, -0.1], [-0.2, -0.2, 0.1], [0.1, 0.1, -0.3], [-0.4, 0.1, 0.1], [-0.1, -0.1, -0.1], [0.2, 0.3, -0.7], [0.3, 0.6, -0.1], [-0.2, 0.5, 0.4], [-0.5, -0.1, 0.2], [-0.5, -0.4, -0.1], [-0.3, -0.3, -0.5], [-0.6, -0.3, 0.3], [-0.1, -0.1, 0.1], [0.9, 0.2, -0.2], [-0.5, -0.4, -0.4], [0.2, 0.1, 0.2], [0.2, 0.4, -0.1], [0.4, -0.2, -0.5], [-0.1, 0.8, 0.1], [0.0, -0.8, 1.0], [-0.2, 0.3, 0.5], [0.0, 0.0, 0.0], [0.2, 0.1, -0.7]], "lowdin_charge": [-0.03, -0.23, -0.32, -0.02, -0.07, 0.20, 0.09, 0.09, 0.07, 0.14, 0.12, 0.09, 0.09, 0.06, 0.10, 0.10, 0.17, 0.09, 0.01, 0.06, -0.07, 0.06, 0.07, -0.03, 0.06, 0.07, -0.04, 0.05, 0.07, -0.05]}

***

| no. | Kohn-Sham gap (eV) |
| --- | --- |
| 1 | 5.4317 |
| 2 | 10.1538 |
| 3 | 11.4006 |